Version w
The following is a DFT calculation (the ωB97M-V functional and the def2-TZVPD basis) of an isolated ion of composition C3H9N4S and charge +1.

## Properties
Molecular weight, g/mol: 133.200
Charge: +1
LUMO energy, eV: -4.37
Kohn-Sham gap, eV: 9.90
Spin multiplicity: 1
HOMO level, eV: -14.27

Last columns: bonded neighbours and bond lengths (Å).
Atoms and positions in Å:
1 C 1.064 -0.088 -1.326  N4 1.426, N7 1.422, H9 1.200, H10 1.107
2 C -1.284 -0.699 -0.541  N5 1.341, N6 1.372, S8 1.963
3 C 0.600 0.906 1.012  N7 1.454, H11 1.022, H12 1.165, H13 1.105
4 N 0.033 -0.408 -2.258  C1 1.426, N5 1.163
5 N -1.044 -0.579 -1.854  C2 1.341, N4 1.163
6 N -2.096 0.163 0.154  C2 1.372, H14 1.030, H15 1.051
7 N 0.581 -0.147 0.010  C1 1.422, C3 1.454, H16 1.026
8 S -1.340 -2.597 -0.043  C2 1.963, H17 1.380
9 H 1.903 -0.933 -1.478  C1 1.200
10 H 1.528 0.876 -1.610  C1 1.107
11 H 1.505 1.378 1.059  C3 1.022
12 H -0.185 1.758 1.145  C3 1.165
13 H 0.458 0.349 1.956  C3 1.105
14 H -2.421 -0.352 0.985  N6 1.030
15 H -2.691 0.906 -0.290  N6 1.051
16 H 0.793 -1.004 0.533  N7 1.026
17 H -2.259 -2.821 -1.047  S8 1.380

=====

Version x
The following is a DFT calculation (the ωB97M-V functional and the def2-TZVPD basis) of an isolated ion of composition C3H9N4S and charge +1.

## Properties
Molecular weight, g/mol: 133.200
Charge: +1
LUMO energy (spin up / spin down), eV: -4.79 / -4.79
Kohn-Sham gap (spin up / spin down), eV: 7.77 / 7.78
Spin multiplicity: 1
HOMO level (spin up / spin down), eV: -12.56 / -12.57

Last columns: bonded neighbours and bond lengths (Å).
Atoms and positions in Å:
1 C 0.299 -0.869 0.578  C3 1.509, N4 1.532, N6 1.406, H9 1.138
2 C -2.921 -0.210 0.681  N5 1.261, S8 1.695, H10 1.157
3 C 1.212 -1.295 -0.546  C1 1.509, H11 1.088, H12 1.062, H13 1.046
4 N -1.001 -1.567 0.164  C1 1.532, N5 1.168
5 N -2.015 -1.007 0.314  C2 1.261, N4 1.168
6 N -0.050 0.398 1.077  C1 1.406, N7 1.470
7 N 0.038 1.561 0.182  N6 1.470, H14 1.017, H15 1.008, H16 0.995
8 S -4.096 0.448 -0.348  C2 1.695, H17 1.356
9 H 0.495 -1.511 1.497  C1 1.138
10 H -3.109 -0.103 1.818  C2 1.157
11 H 0.901 -0.959 -1.532  C3 1.088
12 H 1.298 -2.353 -0.538  C3 1.062
13 H 2.181 -0.903 -0.602  C3 1.046
14 H -0.333 2.348 0.707  N7 1.017
15 H -0.528 1.521 -0.651  N7 1.008
16 H 0.988 1.747 -0.045  N7 0.995
17 H -3.330 0.634 -1.451  S8 1.356

=====

What is the most stable structure shown above? It is version w.